The following is a quantum chemistry calculation of a 2-piece molecular cluster, C2H5NO2S overall in a non-equilibrium geometry, from the OMol25 dataset.

Structure (XYZ):
```
11
Properties=species:S:1:pos:R:3:forces:R:3
C -2.104534 0.865521 -0.013003 -0.4 -0.9 -0.2
C -1.143680 1.580910 0.508624 0.2 0.3 0.0
N 0.659187 -1.506597 -0.187038 0.0 0.0 -0.1
O -3.555319 -1.148296 0.924472 -0.3 -0.3 0.3
O -3.299930 0.996216 -0.618070 -0.2 0.2 -0.1
S -2.930139 -0.670766 -0.278554 0.7 0.8 0.0
H 1.614916 -1.847237 -0.138022 -0.1 0.0 0.1
H -0.313215 1.084823 0.972159 0.2 -0.2 0.1
H -1.151725 2.659640 0.506166 -0.2 0.1 -0.1
H 0.705760 -0.557231 -0.542811 0.0 0.0 0.0
H 0.197132 -2.062346 -0.901297 0.0 0.0 0.1
```
Forces are in eV/Å.

Values from the calculation:
**Spin multiplicity**: 1
**Energy**: -682.53337 Ha


The following is a quantum chemistry calculation of a 2-piece molecular cluster, C2H5NO3 overall in a non-equilibrium geometry, from the OMol25 dataset.

Structure (XYZ):
```
11
Properties=species:S:1:pos:R:3:forces:R:3
O 1.520604 -0.192776 1.219562 -0.1 0.2 1.0
C 1.836261 -1.111971 0.526774 1.2 1.4 -3.1
N 1.376342 -2.362313 0.535588 -1.2 -3.6 0.7
C 0.556934 -2.977360 1.538241 -0.5 0.9 -0.5
O 0.530824 -4.164585 1.654705 0.1 -0.3 0.0
H 2.501813 -0.984542 -0.414897 -0.5 0.1 1.3
H 1.672645 -3.090079 -0.156889 0.1 1.3 0.9
H -0.142955 -2.313433 2.096561 0.8 0.0 -0.2
O -3.156915 6.137207 -2.240416 -2.2 -1.5 -0.9
H -2.655895 5.314578 -2.197563 0.4 0.2 0.2
H -4.039661 5.745278 -2.561661 1.8 1.3 0.7
```
Forces are in eV/Å.

Values from the calculation:
**Spin multiplicity**: 1
**Energy**: -359.67497 Ha
**SMILES**: O=CNC=O.O


The following is a quantum chemistry calculation of C2H5NO4 as an isolated structure in a non-equilibrium geometry, from the OMol25 dataset.

Structure (XYZ):
```
12
Properties=species:S:1:pos:R:3:forces:R:3
C -0.118603 -1.044596 -0.438830 -0.8 -1.2 -0.4
C 0.370621 0.263866 -0.521625 -0.2 1.8 1.9
O 0.320747 0.587611 1.297691 1.6 -7.0 -2.8
O -0.323230 2.099240 1.289644 -2.0 4.7 0.4
O 0.688198 -2.019337 0.051088 0.2 0.1 -0.2
O -1.234696 -1.472622 -1.087970 0.2 -0.1 -0.1
N 0.445014 1.250064 -1.256668 1.3 -1.7 -0.3
H 0.477521 2.614933 1.478923 -0.1 -0.3 0.2
H 0.371649 -2.892712 -0.217309 -0.2 0.2 -0.1
H -2.001534 -0.930427 -0.856967 0.2 0.1 -0.1
H -0.177761 -0.380967 1.308959 0.9 2.8 1.1
H 1.182075 1.924946 -1.046937 -1.0 0.6 0.4
```
Forces are in eV/Å.

Values from the calculation:
**Spin multiplicity**: 1
**Energy**: -434.60926 Ha


The following is a quantum chemistry calculation of a 2-piece molecular cluster, C2H5NO4 overall in a non-equilibrium geometry, from the OMol25 dataset.

Structure (XYZ):
```
12
Properties=species:S:1:pos:R:3:forces:R:3
O 1.405367 -0.779939 0.845635 0.3 0.2 0.5
C 0.242544 -0.784156 1.165518 -0.5 -0.2 -1.2
N -0.718442 0.014115 0.579023 -0.9 0.8 1.0
C -0.567118 1.370005 0.170398 1.8 -0.5 0.0
O -1.466433 2.144901 0.174365 -0.4 0.0 -0.2
O 0.691525 1.664429 -0.165877 -0.3 0.7 0.0
H -0.224211 -1.507042 1.848488 0.3 -0.1 0.1
H -1.624494 -0.025448 1.022134 -0.2 -0.5 0.0
H 1.323197 0.998422 0.151288 -0.1 -0.5 -0.2
O 0.174714 -2.588763 -2.127221 0.1 -0.4 0.3
H -0.417687 -3.314687 -1.903553 -0.3 0.1 -0.2
H 1.004835 -2.912331 -1.758028 0.2 0.3 -0.1
```
Forces are in eV/Å.

Values from the calculation:
**Spin multiplicity**: 1
**Energy**: -434.95520 Ha
**SMILES**: O=CNC(=O)O.O


The following is a quantum chemistry calculation of a single C2H5NOP2 molecule in a non-equilibrium geometry, from the OMol25 dataset.

Structure (XYZ):
```
11
Properties=species:S:1:pos:R:3:forces:R:3
P -3.075973 -0.637079 -0.050142 0.7 0.9 2.3
N -1.443733 -0.728136 -0.549199 2.5 -0.7 1.5
P -0.278182 -1.195678 0.494167 -1.3 1.6 -2.5
C 1.211826 -0.499446 -0.447717 -2.9 -1.8 1.4
C 2.406261 -0.400087 0.331077 1.0 1.2 0.5
O 2.176794 -1.546575 -0.444152 0.8 -0.2 -0.9
H -2.876111 0.817128 0.215604 -0.8 -1.2 -0.2
H -3.653575 -0.464133 -1.247874 -0.7 0.4 -1.7
H 0.953520 0.073840 -1.303781 0.3 0.3 -0.9
H 3.100385 0.352981 -0.105330 0.0 -0.8 0.8
H 2.327037 -0.579137 1.411507 0.5 0.4 -0.3
```
Forces are in eV/Å.

Values from the calculation:
**Spin multiplicity**: 1
**Energy**: -891.79108 Ha
**SMILES**: P/N=P/[C@H]1CO1


The following is a quantum chemistry calculation of C2H5NOP2 as an isolated structure in a non-equilibrium geometry, from the OMol25 dataset.

Structure (XYZ):
```
11
Properties=species:S:1:pos:R:3:forces:R:3
C -0.740541 -0.269404 -1.068259 2.1 1.5 1.3
C -0.434998 -0.034710 0.422492 -0.2 -1.7 -0.1
N 1.033127 0.046598 0.594599 -1.5 0.8 -0.2
O -0.301879 1.099676 -1.351064 -0.8 0.6 -3.7
P 0.253029 1.518980 0.101000 0.4 1.9 1.3
P 1.939065 -0.612672 -0.716186 2.8 0.6 1.0
H 0.195273 -0.766120 -1.456680 -2.4 -1.0 -0.4
H -1.699420 -0.557796 -1.456283 -0.3 0.2 -0.1
H -1.019573 -0.174156 1.256574 -1.1 -1.4 1.7
H 2.816735 0.517424 -0.641125 -0.2 0.0 -0.9
H 2.792404 -1.000899 0.278434 1.2 -1.6 0.3
```
Forces are in eV/Å.

Values from the calculation:
**Spin multiplicity**: 1
**Energy**: -891.78022 Ha


Looking at ΔE to the lowest compared entry with this formula, charge and spin for the records above, in order, we have 278.88; 90.17; 1010.41; 102.16; 214.63; 243.14 kJ/mol.